{"formula": "C5H29N2O9", "method": "ωB97M-V/def2-TZVPD", "species": ["O", "O", "O", "O", "O", "O", "O", "O", "O", "N", "N", "C", "C", "C", "C", "C", "H", "H", "H", "H", "H", "H", "H", "H", "H", "H", "H", "H", "H", "H", "H", "H", "H", "H", "H", "H", "H", "H", "H", "H", "H", "H", "H", "H", "H"], "positions_angstrom": [[-2.77554, -2.12998, 0.54598], [0.14926, 1.58598, -1.00234], [0.29243, 4.44045, -0.30855], [1.84287, -2.30332, -2.22584], [2.96606, -0.01023, -2.42599], [-2.75112, 0.05084, -2.95208], [-0.29239, -3.24348, -0.47414], [-2.71248, 3.37468, 0.59658], [-4.32518, -0.06159, 1.68357], [-1.93888, 0.78506, 0.33502], [1.65958, 0.53985, 0.31062], [0.42320, 0.72827, -0.16483], [2.26571, -0.03034, 2.62890], [2.09833, -0.59986, 1.18322], [3.34070, -1.24179, 0.57791], [-0.69430, -0.01533, 0.52522], [2.15488, -2.69477, -3.04426], [-3.93212, -0.57679, 2.41882], [-2.72548, -2.73698, 1.25113], [-3.60923, 3.59585, 0.87598], [-3.31868, -0.72478, -3.03462], [2.44536, 1.12606, 0.14039], [-0.95872, -1.01360, 0.24598], [0.90215, 3.71204, -0.14993], [3.19491, -2.31660, 0.52435], [-2.79309, 0.29772, 0.67788], [4.26726, -0.90650, 1.05510], [0.31590, 5.07911, 0.40720], [-0.14738, -3.58696, -1.36246], [-2.25553, 4.17889, 0.32819], [3.28268, -0.22929, 2.96270], [-1.99217, 1.02472, -0.67028], [-2.19823, -2.48862, -0.14084], [1.97884, 1.01333, 2.65507], [2.56454, 0.78413, -2.05938], [-4.70876, -0.80510, 1.21220], [-0.50693, 0.09689, 1.58087], [1.29810, -1.33456, 1.17099], [-1.80495, 1.75740, 0.64441], [3.65774, 0.22711, -3.04880], [2.25592, -1.42813, -2.28492], [-2.82488, 0.50451, -3.79544], [0.60404, -2.94015, -0.27551], [1.59593, -0.58438, 3.28539], [3.70964, -0.89977, -0.40345]], "e_above_lowest_kj_mol": 184.2, "lumo_ev": [0.19, 0.06], "orbital_gap_ev": [2.219, 10.189], "fmax_ev_per_a": 2.21, "spin_multiplicity": 2, "homo_energy_ev": [-2.03, -10.13]}